{
  "formula": "C3H5AgLiO4",
  "method": "ωB97M-V/def2-TZVPD",
  "homo_ev": [-9.233, -12.885],
  "spin_multiplicity": 3,
  "charge": 1,
  "s2": 2.01,
  "gap_ev": [4.351, 6.123],
  "species": ["Ag", "O", "C", "H", "H", "C", "O", "C", "O", "O", "Li", "H", "H", "H"],
  "xyz": [[1.69, 1.86, -1.54], [1.79, 1.35, 0.40], [1.63, 0.33, 1.18], [2.46, -0.41, 1.15], [1.17, 0.54, 2.16], [0.32, -0.99, 0.18], [-0.78, -0.04, 0.20], [-1.33, 0.37, -0.91], [-0.69, 0.99, -1.74], [-2.55, -0.15, -0.89], [-1.80, -1.61, 1.53], [0.35, -2.02, -0.22], [0.97, -0.74, -0.68], [-3.22, 0.54, -0.82]]
}

{
  "formula": "C3H5AgO3",
  "method": "ωB97M-V/def2-TZVPD",
  "homo_ev": [-13.793, -13.641],
  "spin_multiplicity": 2,
  "charge": 1,
  "s2": 0.78,
  "gap_ev": [8.595, 7.887],
  "species": ["H", "O", "C", "H", "O", "Ag", "O", "C", "C", "H", "H", "H"],
  "xyz": [[-2.20, 3.08, 0.78], [-1.65, 1.15, 0.90], [-2.50, 2.04, 0.98], [-3.54, 1.72, 1.11], [-0.37, 1.33, -0.04], [1.02, 0.71, 1.71], [1.41, 0.07, -0.68], [1.12, -1.22, -0.92], [1.99, -2.23, -0.91], [0.05, -1.34, -1.15], [1.62, -3.24, -1.08], [3.05, -2.07, -0.71]]
}

{
  "formula": "C3H5AlLiO3",
  "method": "ωB97M-V/def2-TZVPD",
  "homo_ev": -12.900,
  "charge": 1,
  "gap_ev": 8.612,
  "species": ["O", "C", "C", "O", "O", "C", "H", "H", "H", "H", "H", "Li", "Al"],
  "xyz": [[-1.08, 0.09, -0.20], [-1.02, 0.83, 0.92], [-0.79, -1.31, -0.08], [-1.08, 2.04, 0.79], [1.32, -0.43, -0.54], [0.53, -1.58, -0.77], [-1.65, -1.88, -0.46], [-0.62, -1.60, 0.97], [0.35, -1.89, -1.81], [0.99, -2.47, -0.31], [-0.76, 0.35, 1.88], [0.53, 1.05, -1.39], [2.94, -0.51, -0.29]]
}

{
  "formula": "C3H5B",
  "method": "ωB97M-V/def2-TZVPD",
  "homo_ev": [-7.182, -9.316],
  "charge": 0,
  "gap_ev": [7.111, 9.530],
  "species": ["B", "C", "C", "C", "H", "H", "H", "H", "H"],
  "xyz": [[-1.42, 0.18, 0.04], [1.20, -0.09, 0.48], [1.11, -0.01, -0.79], [-0.03, 0.70, -0.02], [-2.51, 0.57, 0.00], [-1.51, -2.56, 0.66], [1.65, -0.41, 1.39], [1.40, -0.17, -1.80], [0.09, 1.79, 0.03]]
}

{
  "formula": "C3H5B",
  "method": "ωB97M-V/def2-TZVPD",
  "homo_ev": -9.380,
  "charge": 0,
  "gap_ev": 9.292,
  "smiles": "C=C1BC1",
  "species": ["C", "C", "B", "C", "H", "H", "H", "H", "H"],
  "xyz": [[0.60, -0.59, -1.39], [0.27, -0.24, -0.15], [0.14, -0.31, 1.33], [-0.69, 0.76, 0.54], [1.00, -1.65, -1.80], [0.31, 0.03, -2.20], [0.43, -0.56, 2.46], [-1.66, 0.74, 0.20], [-0.40, 1.82, 1.01]]
}

{
  "formula": "C3H5BBeF4I2OS2",
  "method": "ωB97M-V/def2-TZVPD",
  "homo_ev": -9.360,
  "charge": 0,
  "gap_ev": 8.692,
  "species": ["Be", "I", "C", "I", "H", "H", "C", "O", "C", "S", "S", "H", "H", "H", "F", "B", "F", "F", "F"],
  "xyz": [[0.95, -0.25, -1.29], [-1.69, -0.84, 1.46], [-0.78, -2.54, 0.56], [1.36, -2.29, 0.27], [-1.23, -2.69, -0.42], [-0.92, -3.40, 1.20], [1.02, -1.15, -5.83], [0.05, -1.22, -4.79], [0.40, -0.84, -3.59], [1.96, -0.36, -3.18], [-0.80, -0.86, -2.41], [0.57, -1.63, -6.69], [1.94, -1.66, -5.53], [1.25, -0.10, -6.04], [1.12, 0.88, -0.45], [2.90, 1.58, 0.31], [2.91, 2.71, -0.34], [3.56, 0.56, -0.20], [2.57, 1.54, 1.57]]
}

{
  "formula": "C3H5BBr2EuF4NO4P",
  "method": "ωB97M-V/def2-TZVPD",
  "homo_ev": [-7.071, -8.444],
  "spin_multiplicity": 8,
  "charge": 0,
  "s2": 15.83,
  "gap_ev": [6.122, 6.203],
  "species": ["N", "B", "O", "P", "F", "Br", "Br", "C", "O", "C", "F", "F", "F", "C", "O", "O", "H", "H", "H", "H", "H", "Eu"],
  "xyz": [[-2.51, 2.02, -1.58], [-1.08, 1.96, -1.06], [-0.12, 2.99, -1.59], [-0.42, 0.71, 0.23], [-1.30, 1.46, 1.55], [1.38, 2.12, 0.55], [0.63, -0.36, -1.54], [0.44, -0.52, 1.47], [1.77, -0.81, 0.93], [2.14, -2.22, 1.08], [1.19, -3.15, 0.39], [2.29, -2.50, 2.54], [3.46, -2.39, 0.37], [-1.87, -0.50, 0.02], [-3.16, -0.25, 0.38], [-1.56, -1.85, -0.56], [-2.46, 2.69, -2.40], [-3.04, 2.57, -0.84], [0.22, 2.63, -2.46], [-0.23, -1.46, 1.67], [0.61, 0.01, 2.52], [3.63, -3.15, -1.68]]
}

{
  "formula": "C3H5Br2NO",
  "method": "ωB97M-V/def2-TZVPD",
  "homo_ev": [-8.393, -7.293],
  "charge": 0,
  "gap_ev": [8.388, 6.284],
  "species": ["C", "C", "C", "N", "O", "Br", "Br", "H", "H", "H", "H", "H"],
  "xyz": [[-0.15, 0.58, 0.20], [-2.39, 0.47, -0.76], [2.00, -1.35, 0.83], [0.44, 1.64, 0.09], [-1.24, -0.04, 0.04], [2.35, -2.58, -0.68], [3.19, 0.06, 0.72], [-3.14, -0.34, -0.37], [-2.16, 0.15, -1.78], [-2.63, 1.50, -0.36], [2.31, -1.94, 1.75], [1.42, 1.84, 0.32]]
}

{
  "formula": "C3H5Br2NO",
  "method": "ωB97M-V/def2-TZVPD",
  "homo_ev": [-4.472, -9.877],
  "spin_multiplicity": 3,
  "charge": 0,
  "s2": 2.01,
  "gap_ev": [4.982, 5.683],
  "species": ["C", "C", "C", "N", "O", "Br", "Br", "H", "H", "H", "H", "H"],
  "xyz": [[0.26, -1.40, -0.78], [-1.31, 0.55, 0.22], [-0.97, -0.90, 0.39], [1.42, -0.79, -0.48], [0.04, -2.12, -1.70], [-0.43, -1.50, 2.09], [-2.48, -1.85, -0.29], [-2.23, 0.88, 0.78], [-0.48, 1.30, 0.48], [-1.59, 0.81, -0.89], [1.88, -0.47, 0.29], [2.11, -1.19, -1.05]]
}

{
  "formula": "C3H5Br2O2P",
  "method": "ωB97M-V/def2-TZVPD",
  "homo_ev": [-8.761, -8.127],
  "charge": 0,
  "gap_ev": [6.127, 4.949],
  "species": ["C", "C", "C", "O", "O", "P", "Br", "Br", "H", "H", "H", "H", "H"],
  "xyz": [[0.42, -0.77, 0.45], [0.63, 0.72, 0.85], [-0.43, -0.81, -0.81], [1.27, 1.43, -0.14], [0.47, 1.66, -1.25], [-0.85, 0.82, -1.70], [0.52, -1.66, -2.31], [-2.92, 0.89, 1.52], [1.30, -1.32, 0.12], [-0.06, -1.46, 1.20], [-0.30, 1.18, 1.05], [1.32, 0.80, 1.80], [-1.38, -1.47, -0.77]]
}

{
  "formula": "C3H5Br3O2",
  "method": "ωB97M-V/def2-TZVPD",
  "homo_ev": -9.899,
  "charge": 0,
  "gap_ev": 8.537,
  "species": ["C", "C", "C", "O", "O", "Br", "Br", "Br", "H", "H", "H", "H", "H"],
  "xyz": [[-0.91, 1.11, 0.24], [-0.08, -0.14, 0.30], [1.21, -0.23, -0.55], [-0.85, -1.27, 0.02], [0.54, -0.38, 1.59], [2.60, 0.94, -0.27], [1.78, -2.06, -0.54], [0.57, 0.25, -2.89], [-1.20, 1.17, -0.88], [-0.52, 1.98, 0.83], [-1.76, 0.91, 0.84], [-1.55, -1.13, -0.62], [0.16, -1.15, 1.92]]
}

{
  "formula": "C3H5BrClN",
  "method": "ωB97M-V/def2-TZVPD",
  "homo_ev": [-8.690, -8.763],
  "charge": 0,
  "gap_ev": [8.405, 7.738],
  "species": ["C", "C", "C", "N", "Cl", "Br", "H", "H", "H", "H", "H"],
  "xyz": [[1.22, 0.68, -1.78], [1.41, 0.11, -0.61], [-0.86, -0.38, 0.60], [-0.80, -0.42, 1.95], [-1.14, -2.02, -0.06], [-2.41, 0.89, -0.32], [2.00, 0.67, -2.54], [0.24, 0.85, -2.14], [2.18, -0.06, 0.03], [-1.44, -0.85, 2.56], [-0.42, 0.53, 2.31]]
}

{
  "formula": "C3H5BrClN3",
  "method": "ωB97M-V/def2-TZVPD",
  "homo_ev": [-7.894, -7.750],
  "charge": 0,
  "gap_ev": [7.120, 7.094],
  "species": ["C", "C", "C", "N", "N", "N", "Cl", "Br", "H", "H", "H", "H", "H"],
  "xyz": [[-1.75, 0.25, 0.25], [-0.34, 0.79, 0.21], [1.73, -0.45, 0.88], [-1.51, -1.10, 0.79], [-0.33, -1.29, 0.99], [0.49, -0.19, 0.55], [-2.57, -0.04, -1.34], [0.32, 2.50, -0.13], [-2.38, 0.93, 0.75], [1.17, 0.31, -2.22], [2.46, -0.09, 0.20], [2.00, -1.26, 1.45], [0.72, -0.36, -2.37]]
}

{
  "formula": "C3H5BrClNO3",
  "method": "ωB97M-V/def2-TZVPD",
  "homo_ev": [-10.631, -9.615],
  "charge": 0,
  "gap_ev": [8.375, 6.737],
  "species": ["C", "C", "C", "N", "O", "O", "O", "Cl", "Br", "H", "H", "H", "H", "H"],
  "xyz": [[-1.60, 0.20, -0.39], [-0.44, 0.48, 0.54], [0.66, -0.40, -0.03], [0.72, -1.86, 0.15], [-0.33, -2.37, 0.53], [1.67, -2.53, -0.12], [0.01, 1.82, 0.64], [1.93, 0.25, -0.83], [4.03, 1.45, 0.20], [-1.87, -0.91, -0.53], [-1.51, 0.45, -1.47], [-2.35, 0.94, 0.00], [-0.93, 0.25, 1.55], [0.02, 2.23, -0.24]]
}

{
  "formula": "C3H5BrF2",
  "method": "ωB97M-V/def2-TZVPD",
  "homo_ev": [-10.504, -10.506],
  "charge": 0,
  "gap_ev": [8.811, 8.813],
  "species": ["C", "C", "C", "F", "F", "Br", "H", "H", "H", "H", "H"],
  "xyz": [[-0.65, 0.43, 1.16], [0.33, -0.04, -1.28], [0.04, -0.39, 0.19], [2.31, -0.63, 0.73], [-0.21, -1.68, 0.32], [-1.19, 0.82, -2.18], [-1.77, 0.16, 1.11], [-0.29, 0.07, 2.11], [-0.53, 1.54, 0.93], [1.15, 0.68, -1.36], [0.81, -0.96, -1.73]]
}

{
  "formula": "C3H5BrN2",
  "method": "ωB97M-V/def2-TZVPD",
  "homo_ev": -8.258,
  "charge": 0,
  "gap_ev": 8.676,
  "species": ["C", "C", "C", "N", "N", "Br", "H", "H", "H", "H", "H"],
  "xyz": [[0.05, 1.35, -1.15], [1.11, 1.29, 1.29], [-0.77, -0.94, -0.57], [0.58, 0.21, 0.86], [-0.03, 0.30, -0.42], [1.82, 0.88, 3.03], [-0.50, 1.26, -2.07], [-0.22, -1.79, -0.18], [-1.91, -0.86, -0.34], [-0.83, -1.08, -1.75], [0.70, -0.62, 1.30]]
}

{
  "formula": "C3H5BrN2O4",
  "method": "ωB97M-V/def2-TZVPD",
  "homo_ev": [-10.027, -10.028],
  "charge": 0,
  "gap_ev": [8.693, 8.694],
  "species": ["C", "C", "C", "N", "N", "O", "O", "O", "O", "Br", "H", "H", "H", "H", "H"],
  "xyz": [[0.92, -0.67, -1.82], [1.63, -0.81, -0.73], [-0.62, 0.42, 1.27], [-0.87, 0.74, 0.03], [-1.14, -0.67, 1.98], [-0.29, 2.02, -0.38], [-1.64, 0.23, -0.78], [-0.60, -0.93, 3.04], [-2.00, -1.28, 1.42], [0.60, 1.51, 2.26], [1.26, -0.04, -2.62], [-1.00, 2.43, -1.02], [0.09, -1.32, -2.15], [2.53, -0.19, -0.49], [1.15, -1.45, 0.01]]
}

{
  "formula": "C3H5BrN2P",
  "method": "ωB97M-V/def2-TZVPD",
  "homo_ev": -13.391,
  "charge": 1,
  "gap_ev": 8.402,
  "smiles": "BrC1=C[NH+]=C=[PH2]N1",
  "species": ["Br", "C", "C", "N", "C", "P", "N", "H", "H", "H", "H", "H"],
  "xyz": [[3.11, 0.19, 0.00], [1.23, 0.00, -0.01], [0.67, -1.23, -0.02], [-0.70, -1.49, 0.01], [-1.73, -0.69, 0.05], [-1.18, 1.05, 0.01], [0.52, 1.20, -0.01], [1.31, -2.10, -0.03], [-0.93, -2.48, 0.01], [-1.67, 1.70, -1.10], [-1.65, 1.78, 1.08], [1.04, 2.07, 0.01]]
}

{
  "formula": "C3H5BrN4O2",
  "method": "ωB97M-V/def2-TZVPD",
  "homo_ev": -9.061,
  "charge": 0,
  "gap_ev": 8.745,
  "smiles": "CN1NC=N[C@@]1(Br)[N+](=O)[O-]",
  "species": ["C", "N", "N", "C", "N", "C", "Br", "N", "O", "O", "H", "H", "H", "H", "H"],
  "xyz": [[-0.16, -1.59, 0.56], [-0.31, -0.44, -0.20], [0.13, -0.51, -1.53], [0.70, 0.68, -1.78], [0.68, 1.44, -0.72], [0.13, 0.76, 0.31], [1.62, 0.69, 1.91], [-0.92, 1.48, 1.15], [-0.60, 2.58, 1.43], [-1.90, 0.79, 1.39], [0.90, -1.80, 0.71], [-0.49, -1.37, 1.57], [-0.66, -2.49, 0.15], [-0.09, -1.28, -2.21], [0.99, 1.06, -2.75]]
}

{
  "formula": "C3H5BrO2",
  "method": "ωB97M-V/def2-TZVPD",
  "homo_ev": -9.334,
  "charge": 0,
  "gap_ev": 9.698,
  "smiles": "Br[C@@]12C[C@@H]1O2.O",
  "species": ["Br", "C", "C", "C", "O", "H", "H", "H", "O", "H", "H"],
  "xyz": [[-2.13, 0.69, 0.13], [-0.60, -0.37, -0.33], [0.82, -0.69, 0.22], [-0.29, -1.69, 0.29], [-0.70, -1.59, -1.06], [1.67, -0.77, -0.54], [1.15, -0.18, 1.26], [-0.76, -2.22, 1.08], [0.47, 2.65, -0.32], [-0.37, 2.45, -0.75], [0.73, 1.73, 0.01]]
}

| no. | E_tot (eV) |
| --- | --- |
| 1 | -15571.9286 |
| 2 | -13318.4424 |
| 3 | -16131.2167 |
| 4 | -3860.3375 |
| 5 | -3864.7473 |
| 6 | -55067.6059 |
| 7 | -193111.7592 |
| 8 | -146809.2354 |
| 9 | -146808.4390 |
| 10 | -156655.8721 |
| 11 | -217412.6656 |
| 12 | -87242.0926 |
| 13 | -90221.8164 |
| 14 | -93383.2007 |
| 15 | -78666.4603 |
| 16 | -76208.6881 |
| 17 | -84396.0012 |
| 18 | -85493.7477 |
| 19 | -83285.1129 |
| 20 | -77325.3731 |